1.
{"formula": "C4H10N2OS", "method": "ωB97M-V with the def2-TZVPD basis set", "orbital_gap_ev": 10.0, "e_above_lowest_ev": 1.366, "largest_force_ev_per_a": 3.8, "total_charge": 0, "smiles": "NCC(=O)NCCS", "elements": ["N", "C", "C", "O", "N", "C", "C", "S", "H", "H", "H", "H", "H", "H", "H", "H", "H", "H"], "positions_angstrom": [[-0.5124, -3.2465, 0.6822], [-0.5289, -1.7607, 0.8011], [-0.5553, -1.1421, -0.5688], [-1.1056, -1.6176, -1.5456], [0.0091, 0.1226, -0.8167], [0.4874, 1.0454, 0.2589], [0.0745, 2.4622, 0.0739], [0.8742, 3.2607, -1.3895], [-1.0998, -3.4530, -0.1186], [0.4756, -3.4343, 0.5452], [-1.4846, -1.5090, 1.2787], [0.2741, -1.4024, 1.4345], [-0.2676, 0.6323, -1.6413], [1.6019, 0.9178, 0.2301], [0.2544, 0.6010, 1.2336], [0.4346, 3.0969, 0.8927], [-0.9593, 2.8596, 0.1044], [2.0277, 2.5673, -1.4549]]}

---

2.
{"formula": "C35H58N2O3", "method": "ωB97M-V with the def2-TZVPD basis set", "orbital_gap_ev": 8.6, "largest_force_ev_per_a": 1.5, "total_charge": 0, "elements": ["C", "O", "C", "C", "C", "C", "C", "C", "C", "C", "C", "C", "C", "C", "C", "C", "C", "C", "C", "N", "C", "C", "C", "C", "O", "C", "C", "C", "C", "C", "C", "N", "C", "C", "C", "C", "C", "C", "C", "O", "H", "H", "H", "H", "H", "H", "H", "H", "H", "H", "H", "H", "H", "H", "H", "H", "H", "H", "H", "H", "H", "H", "H", "H", "H", "H", "H", "H", "H", "H", "H", "H", "H", "H", "H", "H", "H", "H", "H", "H", "H", "H", "H", "H", "H", "H", "H", "H", "H", "H", "H", "H", "H", "H", "H", "H", "H", "H"], "positions_angstrom": [[-0.7256, -7.2413, 0.1633], [-1.2085, -5.9826, -0.2232], [-1.3804, -5.0913, 0.8772], [-1.2894, -3.6690, 0.3634], [-1.9756, -2.6431, 1.2629], [-1.4606, -2.7132, 2.7334], [-1.2552, -1.3769, 3.4353], [-0.4353, -0.3046, 2.7030], [-0.9813, 1.1323, 2.8028], [-0.9706, 1.8908, 1.4490], [0.0311, 3.0689, 1.4206], [0.6162, 3.3027, 0.0218], [-0.4366, 3.8947, -0.9488], [0.0170, 5.1720, -1.6903], [0.2427, 4.9945, -3.2066], [-0.5037, 6.0454, -4.0279], [-0.4712, 5.7982, -5.5343], [0.9416, 5.7324, -6.1490], [1.1287, 4.5992, -7.1790], [1.3417, 5.0702, -8.5342], [0.3642, 5.6079, -9.3203], [0.9183, 5.9360, -10.5410], [2.2841, 5.5789, -10.4874], [2.5091, 5.0454, -9.2340], [-2.5239, -0.9431, 3.9048], [-3.4044, -2.0751, 3.9852], [-4.5644, -1.7772, 3.0317], [-2.5301, -3.3269, 3.6481], [-2.0012, -3.9031, 4.9625], [-1.1557, -5.1849, 4.8434], [0.3825, -5.1322, 4.9621], [1.0554, -3.8847, 4.5718], [2.3583, -4.2068, 3.9544], [3.0203, -3.0181, 3.3183], [3.7302, -2.0854, 4.0887], [4.3351, -0.9662, 3.5208], [4.2442, -0.7617, 2.1441], [3.5571, -1.6798, 1.3489], [2.9591, -2.7961, 1.9368], [2.2593, -3.6923, 1.1316], [-1.1695, -7.5945, 1.0978], [0.3629, -7.2406, 0.2868], [-0.9643, -7.9519, -0.6245], [-0.5863, -5.2932, 1.5992], [-2.3553, -5.2810, 1.3376], [-0.2339, -3.3997, 0.2873], [-1.7016, -3.6071, -0.6422], [-1.7403, -1.6488, 0.8757], [-3.0537, -2.7476, 1.2029], [-0.5358, -3.2791, 2.6620], [-0.6811, -1.6108, 4.3405], [0.5555, -0.3265, 3.1493], [-0.2918, -0.6042, 1.6654], [-1.9951, 1.1324, 3.1889], [-0.3639, 1.6682, 3.5204], [-0.7241, 1.2020, 0.6451], [-1.9656, 2.3012, 1.2911], [0.8327, 2.8614, 2.1280], [-0.4825, 3.9834, 1.7149], [1.4541, 3.9902, 0.1219], [0.9597, 2.3512, -0.3814], [-1.3139, 4.1537, -0.3567], [-0.7611, 3.1468, -1.6680], [0.9247, 5.5723, -1.2451], [-0.7561, 5.9282, -1.5576], [1.3118, 5.0186, -3.4115], [-0.1160, 4.0208, -3.5461], [-0.1717, 7.0561, -3.7840], [-1.5457, 5.9870, -3.7040], [-1.0147, 6.5848, -6.0572], [-1.0140, 4.8704, -5.7224], [1.1630, 6.6832, -6.6275], [1.6785, 5.5952, -5.3627], [1.9745, 3.9808, -6.8939], [0.2473, 3.9616, -7.1867], [-0.6574, 5.7538, -9.0207], [0.3962, 6.3762, -11.3716], [3.0349, 5.6659, -11.2516], [3.4461, 4.6768, -8.8585], [-3.7790, -2.1454, 5.0062], [-5.1669, -2.6531, 2.7980], [-5.1917, -1.0094, 3.4802], [-4.1536, -1.3388, 2.1298], [-3.2358, -4.0057, 3.1714], [-1.5319, -3.1253, 5.5603], [-2.8957, -4.2070, 5.5103], [-1.4412, -5.7087, 3.9324], [-1.4773, -5.8189, 5.6692], [0.6501, -5.4508, 5.9729], [0.7692, -5.9024, 4.2974], [1.2744, -3.3682, 5.4150], [3.0500, -4.5973, 4.7104], [2.2039, -4.9571, 3.1883], [3.8210, -2.2406, 5.1568], [4.8835, -0.2601, 4.1252], [4.6904, 0.1020, 1.6743], [3.4634, -1.5281, 0.2839], [2.8983, -4.1363, 0.5668]]}

---

3.
{"formula": "C45H60N6O5", "method": "ωB97M-V with the def2-TZVPD basis set", "spin_multiplicity": 2, "orbital_gap_ev": [6.2, 2.2], "largest_force_ev_per_a": 4.2, "total_charge": 1, "elements": ["N", "C", "C", "C", "C", "C", "H", "H", "H", "H", "H", "N", "C", "C", "C", "C", "C", "H", "H", "H", "H", "H", "N", "C", "C", "C", "C", "C", "H", "H", "H", "H", "H", "N", "C", "C", "C", "C", "C", "H", "H", "H", "H", "H", "N", "C", "C", "C", "C", "C", "H", "H", "H", "H", "H", "N", "C", "C", "C", "C", "C", "H", "H", "H", "H", "H", "C", "C", "O", "C", "H", "H", "H", "H", "H", "H", "C", "C", "O", "C", "H", "H", "H", "H", "H", "H", "C", "C", "O", "C", "H", "H", "H", "H", "H", "H", "C", "C", "O", "C", "H", "H", "H", "H", "H", "H", "C", "C", "O", "C", "H", "H", "H", "H", "H", "H"], "positions_angstrom": [[2.5233, -3.5790, 4.1889], [3.1760, -4.7166, 4.5380], [4.3485, -5.2116, 3.9218], [4.9176, -4.5607, 2.9212], [4.3187, -3.3729, 2.5084], [3.1247, -2.9130, 3.2177], [2.8609, -5.2252, 5.4371], [4.8977, -6.0365, 4.3512], [5.7708, -4.9811, 2.4096], [4.6508, -2.7888, 1.6629], [2.5388, -2.1206, 2.7760], [-2.6517, 4.3699, 0.8544], [-2.6541, 3.3481, 1.7509], [-3.8097, 2.6721, 2.0230], [-5.0218, 3.0934, 1.4138], [-5.0228, 4.1012, 0.4816], [-3.7515, 4.7262, 0.2247], [-1.7051, 3.1022, 2.2040], [-3.7224, 1.8342, 2.6988], [-5.9693, 2.6339, 1.6536], [-5.9534, 4.3470, -0.0082], [-3.6723, 5.4093, -0.6081], [2.2542, 0.7981, -4.7398], [3.3462, 1.2901, -5.3304], [4.4800, 0.5251, -5.6673], [4.4800, -0.8815, -5.3276], [3.3079, -1.3884, -4.7620], [2.2398, -0.5455, -4.4961], [3.3339, 2.3634, -5.4494], [5.3363, 0.9541, -6.1664], [5.3003, -1.5703, -5.4662], [3.1027, -2.4281, -4.5538], [1.2971, -0.8497, -4.0659], [-2.4468, -2.7300, 1.0714], [-1.4495, -3.4449, 1.5789], [-0.9507, -3.2770, 2.9055], [-1.6099, -2.3369, 3.6736], [-2.7264, -1.6137, 3.1916], [-3.0751, -1.8563, 1.8975], [-1.0333, -4.2049, 0.9343], [-0.1091, -3.8827, 3.2075], [-1.3662, -2.1748, 4.7132], [-3.3541, -0.9405, 3.7565], [-3.9524, -1.3581, 1.5122], [-1.4710, 1.4363, 4.3436], [-2.3006, 1.0161, 5.2878], [-1.9564, 0.2962, 6.4152], [-0.5571, -0.0086, 6.4783], [0.3218, 0.3837, 5.4475], [-0.1793, 1.1150, 4.4098], [-3.2749, 1.4124, 5.0429], [-2.6662, -0.0283, 7.1617], [-0.0524, -0.4528, 7.3235], [1.3768, 0.1780, 5.5526], [0.4083, 1.4815, 3.5810], [1.0945, 6.1716, -3.2988], [1.9516, 5.1180, -3.6421], [1.6964, 3.8045, -3.3276], [0.4669, 3.4549, -2.7791], [-0.4796, 4.4552, -2.5130], [-0.1511, 5.8039, -2.7674], [2.9760, 5.3293, -3.9108], [2.4842, 3.0950, -3.5330], [0.2886, 2.4609, -2.3962], [-1.3940, 4.1653, -2.0167], [-0.9216, 6.5342, -2.5688], [-0.9539, -3.7546, -2.8782], [-2.1751, -3.1972, -3.5301], [-2.7024, -3.7179, -4.4779], [-2.6665, -1.9723, -2.9922], [-1.2106, -4.5467, -2.1748], [-0.5938, -2.9115, -2.2886], [-0.2410, -4.1035, -3.6252], [-3.6380, -1.8459, -3.4702], [-2.0766, -1.0968, -3.2635], [-2.9066, -2.0525, -1.9320], [1.6173, 3.9565, 1.0064], [2.0411, 5.4559, 1.2465], [1.3109, 6.2006, 1.8768], [3.4087, 5.8788, 0.7054], [2.3885, 3.3300, 1.4546], [1.5008, 3.6769, -0.0407], [0.6854, 3.6682, 1.4927], [3.4058, 6.0049, -0.3773], [4.1550, 5.1722, 1.0685], [3.6299, 6.8498, 1.1486], [-2.5957, 1.3723, -4.9958], [-3.3026, 2.2513, -3.9669], [-3.5198, 3.3896, -4.0803], [-3.6762, 1.6284, -2.6207], [-2.7677, 0.3175, -4.7815], [-1.5246, 1.5567, -5.0783], [-3.1164, 1.6098, -5.9235], [-3.9778, 2.4331, -1.9502], [-2.8889, 1.0800, -2.1032], [-4.5525, 0.9882, -2.7223], [0.9903, -1.0601, 0.0222], [0.0135, -0.0898, -0.5521], [-0.1017, 0.0234, -1.7867], [-0.8080, 0.8059, 0.3748], [1.5357, -1.5758, -0.7681], [0.4739, -1.7561, 0.6832], [1.8497, -0.6108, 0.5200], [-1.6451, 0.2974, 0.8532], [-1.1660, 1.6289, -0.2436], [-0.2476, 1.3265, 1.1514], [2.2243, -4.9906, 0.4537], [1.0766, -5.9574, 0.1492], [0.7893, -6.3451, -0.9665], [0.4090, -6.5672, 1.3096], [1.9164, -3.9552, 0.5992], [3.0875, -5.0687, -0.2073], [2.5953, -5.2570, 1.4434], [0.0652, -5.8704, 2.0741], [1.0765, -7.2429, 1.8444], [-0.4502, -7.1577, 0.9917]]}

---

4.
{"formula": "C30H33N12O3RbS3", "method": "ωB97M-V with the def2-TZVPD basis set", "orbital_gap_ev": 5.2, "largest_force_ev_per_a": 2.9, "total_charge": -2, "elements": ["Rb", "N", "C", "C", "O", "N", "C", "C", "O", "O", "H", "H", "H", "H", "H", "H", "C", "C", "C", "C", "C", "H", "H", "H", "H", "H", "N", "C", "N", "C", "C", "S", "C", "C", "S", "C", "N", "N", "H", "H", "H", "H", "H", "H", "C", "C", "C", "N", "N", "C", "N", "S", "H", "H", "H", "H", "H", "H", "H", "C", "C", "N", "C", "C", "C", "C", "C", "C", "C", "C", "N", "C", "N", "H", "H", "H", "H", "H", "H", "H", "H", "H"], "positions_angstrom": [[-1.1382, -0.3547, 0.8627], [-1.0581, 2.8145, 0.1569], [0.3362, 3.1626, -0.0097], [1.1543, 2.7002, 1.2194], [2.4006, 2.8660, 1.1000], [0.4947, 2.1677, 2.2097], [1.3158, 1.6579, 3.2638], [0.6364, 0.5822, 4.1470], [1.3414, 0.2334, 5.1328], [-0.4446, 0.0903, 3.7605], [-1.6736, 3.3609, -0.4169], [-1.2566, 2.9608, 1.1232], [0.5311, 4.2491, -0.1564], [0.8138, 2.6290, -0.8495], [1.7564, 2.4180, 3.9152], [2.2217, 1.1680, 2.8865], [-0.1065, -2.0043, -1.9250], [-0.2466, -0.6091, -2.1750], [-1.6179, -0.3616, -2.2853], [-2.3242, -1.5135, -2.0079], [-1.3799, -2.5278, -1.7688], [0.8106, -2.5159, -1.8624], [0.5251, 0.0607, -2.4768], [-2.0523, 0.5613, -2.6142], [-3.4229, -1.5926, -2.0454], [-1.6021, -3.5550, -1.5208], [2.0721, -1.9219, 3.3226], [0.9496, -2.6855, 3.4424], [0.1478, -2.9361, 2.4220], [-0.8544, -3.7988, 2.8384], [-0.8226, -4.2259, 4.1234], [0.5293, -3.5040, 4.9179], [-1.9506, -4.0170, 1.8370], [-2.2007, -5.1314, 1.0859], [-3.6735, -4.8892, 0.1983], [-3.7680, -3.2929, 0.8215], [-2.8658, -2.9842, 1.7052], [-4.8417, -2.4501, 0.5605], [2.0155, -1.5085, 2.4047], [2.0852, -1.1650, 4.0441], [-1.4259, -4.9134, 4.6384], [-1.5774, -5.9355, 0.9563], [-4.8660, -2.1664, -0.4033], [-4.6957, -1.6221, 1.1341], [-5.9523, 3.6360, -1.2938], [-6.5572, 2.6747, -0.2749], [-5.4814, 2.0886, 0.6201], [-5.4671, 0.8397, 1.0070], [-4.4742, 0.5445, 1.8628], [-3.7439, 1.5696, 2.1696], [-2.7253, 1.4869, 3.0415], [-4.2394, 3.0318, 1.3517], [-6.6874, 4.1888, -1.8883], [-5.3346, 3.0092, -1.9451], [-5.2703, 4.3927, -0.8765], [-7.0172, 1.8411, -0.8093], [-7.3073, 3.2225, 0.2997], [-2.4378, 0.5363, 3.3529], [-1.8918, 2.0265, 2.9322], [3.4995, -2.0285, -1.1777], [2.6003, -1.9576, -0.1352], [2.2022, -0.7929, 0.3854], [2.6295, 0.3076, -0.1485], [3.5503, 0.3579, -1.1876], [3.9791, -0.8606, -1.7101], [4.0502, 1.7029, -1.4901], [4.8153, 2.1648, -2.4884], [5.3534, 1.4151, -3.6201], [6.7513, 1.4400, -3.8951], [7.1521, 0.6721, -4.9329], [6.3577, -0.1204, -5.6803], [5.1043, -0.0038, -5.3806], [4.5303, 0.7312, -4.4297], [3.8741, -2.9519, -1.5771], [2.1068, -2.8440, 0.2464], [2.2367, 1.2635, 0.2404], [4.7331, -0.8437, -2.4789], [3.6788, 2.4095, -0.7430], [5.1698, 3.2041, -2.4689], [7.4240, 2.0498, -3.2715], [8.1449, 0.6708, -5.2975], [4.3718, -0.5750, -6.0213]]}

---

5.
{"formula": "C3H8O", "method": "ωB97M-V with the def2-TZVPD basis set", "spin_multiplicity": 2, "orbital_gap_ev": [12.0, 8.0], "e_above_lowest_ev": 2.188, "largest_force_ev_per_a": 2.9, "total_charge": 1, "elements": ["C", "O", "C", "C", "H", "H", "H", "H", "H", "H", "H", "H"], "positions_angstrom": [[-0.2951, 1.0071, 1.1839], [-0.9786, -0.5354, -0.5507], [-1.1514, 0.4023, 0.2100], [1.8329, -0.7996, -0.7036], [-0.7886, 1.8372, 1.6384], [0.4368, 0.4185, 1.7256], [-0.0035, 1.2217, 0.0516], [-2.1633, 0.8339, 0.2050], [2.3925, -1.6110, -0.2511], [2.3295, 0.1696, -0.6615], [1.7841, -1.0485, -1.7648], [0.7603, -0.7500, -0.4109]]}

---

6.
{"formula": "C9H14", "method": "ωB97M-V with the def2-TZVPD basis set", "orbital_gap_ev": 10.0, "e_above_lowest_ev": 0.822, "largest_force_ev_per_a": 1.9, "total_charge": 0, "smiles": "Cc1ccccc1.CC", "elements": ["C", "C", "C", "C", "C", "C", "C", "H", "H", "H", "H", "H", "H", "H", "H", "C", "C", "H", "H", "H", "H", "H", "H"], "positions_angstrom": [[-2.5083, 0.1310, 3.1924], [-1.5627, 0.5971, 2.1514], [-1.3892, -0.1347, 0.9670], [-0.4300, 0.2081, 0.0258], [0.3161, 1.3668, 0.1889], [0.0249, 2.1963, 1.2755], [-0.8058, 1.7577, 2.2927], [-2.2101, -0.4343, 4.0694], [-3.2829, -0.4881, 2.7211], [-3.0671, 1.0039, 3.5569], [-1.7325, -1.1655, 0.9710], [-0.3552, -0.4000, -0.8657], [1.1452, 1.6304, -0.4476], [0.5617, 3.1332, 1.3572], [-0.7448, 2.1687, 3.2977], [2.0842, -1.3094, -2.3473], [1.8843, -1.4921, -3.8566], [1.1656, -1.5428, -1.8291], [2.9107, -1.9714, -2.0466], [2.5113, -0.3968, -1.9330], [1.4393, -2.4859, -3.9648], [1.2147, -0.8188, -4.3890], [2.8309, -1.5535, -4.3872]]}